{"formula": "C4H9NO2", "method": "wB97M-V/def2-TZVPD", "orbital_gap_ev": 9.2, "smiles": "C/C=C(/C)NOO", "relative_energy_ev": 6.636, "energy_ha": -362.8417, "symbols": ["C", "C", "C", "C", "N", "O", "O", "H", "H", "H", "H", "H", "H", "H", "H", "H"], "xyz": [[1.384, -0.107, 0.034], [0.043, -0.303, 0.193], [1.949, 1.380, 0.174], [-0.524, -1.731, -0.130], [-0.721, 0.689, 0.715], [-2.723, 0.517, -0.504], [-2.079, 0.483, 0.839], [2.068, -0.854, -0.440], [2.909, 1.487, -0.455], [2.115, 1.622, 1.274], [1.155, 1.999, -0.267], [-1.360, -1.537, -0.897], [-0.839, -2.510, 0.661], [0.230, -2.298, -0.777], [-0.451, 1.514, 0.205], [-3.155, -0.350, -0.626]], "forces_ev_per_a": [[0.0, 1.6, -0.7], [2.9, -4.6, -0.3], [0.5, -2.0, 0.0], [-0.4, -0.3, -1.7], [-1.6, 0.5, 0.4], [0.1, 0.2, -0.1], [0.5, 0.0, -0.7], [-1.0, 0.6, 0.7], [-1.5, 0.0, 1.2], [-0.1, 0.0, -1.5], [0.7, 0.5, 0.2], [0.8, -0.6, 1.4], [0.3, 1.9, -0.8], [-0.7, 1.0, 1.1], [-0.9, 1.0, 0.3], [0.4, 0.2, 0.6]]}